Record 1
ORCA calculation (ωB97M-V/def2-TZVPD) on a structure of composition C16H27O7P in a non-equilibrium geometry.

Atoms and positions in Å:
P1 -2.1155 -0.2984 -0.5995
O1 2.1192 2.7063 1.4694
O2 3.2483 -1.4694 -0.6472
O3 4.1318 0.2200 0.9400
O4 -2.2193 0.5071 0.5613
O5 -1.4721 -1.5900 -0.5727
O6 -3.4946 -0.3801 -1.6279
O7 -1.5906 2.1572 -1.6962
C1 -2.2050 -2.8757 1.1323
C2 -1.4383 -4.0495 -1.0457
C3 0.4275 0.6876 -1.1213
C4 0.8360 1.6422 0.1573
C5 1.3038 -0.3932 -1.3698
C6 -2.7407 2.7774 1.1467
C7 -0.8935 0.6279 -1.6982
C8 2.0167 1.5481 0.7272
C9 5.1529 0.5339 0.2558
C10 3.2507 2.4877 2.4484
C11 2.9082 0.2293 0.3144
C12 2.9453 -2.6263 -1.5076
C13 -3.6741 0.8076 2.5296
C14 -3.2749 1.1615 1.3681
C15 2.3931 -0.5091 -0.5723
C16 -2.1664 -2.5845 -0.1978
H1 -2.7597 -2.1465 1.6878
H2 -3.9330 -0.3148 2.5592
H3 -4.3424 1.3532 3.0935
H4 -3.6175 3.5092 1.4896
H5 1.0724 -1.2778 -1.8990
H6 -3.1606 -2.8358 -0.7414
H7 -0.7162 0.2274 -2.6767
H8 -1.3803 -3.7212 -1.9393
H9 0.0903 2.3808 0.1271
H10 3.0673 3.3987 3.0351
H11 2.7511 -2.4027 -2.7538
H12 -1.2286 -2.9051 1.6946
H13 -2.7699 -3.7937 1.4911
H14 3.7339 -3.4833 -1.4261
H15 -4.2005 1.2106 0.5071
H16 2.0053 -3.0350 -1.3736
H17 5.2434 -0.5922 -0.4312
H18 -2.9335 0.9105 3.3781
H19 -0.4176 -4.1000 -0.6284
H20 4.0667 2.6248 1.7343
H21 3.2620 1.6006 2.9405
H22 -1.8946 -4.8377 -0.6713
H23 -2.1514 2.9334 1.7757
H24 5.2657 1.3462 -0.3595
H25 6.0860 0.2382 1.1263
H26 -2.4252 2.9844 0.0000
H27 -0.8030 2.5889 -2.3201

Cartesian forces (eV/Å) of the 3 atoms listed first:
-8.2 4.8 -14.9
2.9 -2.8 2.0
2.4 -7.6 -3.4

Computed properties:
ΔE to the lowest compared entry with this formula, charge and spin = 19.024 eV
2S+1 = 1
HOMO-LUMO gap = 8.59 eV

Record 2
ORCA calculation (ωB97M-V/def2-TZVPD) on a structure of composition C16H28AlF7NO5 in a non-equilibrium geometry.

Atoms and positions in Å:
Al1 0.6498 3.9933 -2.1351
F1 -2.8406 -4.5220 3.1759
F2 4.3804 -4.2098 -0.6604
F3 -2.9400 -6.0118 4.7626
F4 4.3253 -2.7699 -2.2971
F5 2.8560 -4.3765 -2.2111
F6 -3.7947 -6.4473 2.8040
F7 -1.2254 1.8350 -1.9832
O1 -1.2127 -7.6956 3.4921
O2 0.0046 5.6184 1.0652
O3 -0.6074 -5.9021 2.1967
O4 2.7179 -1.3767 -0.4733
O5 1.6391 -3.3448 -0.0003
N1 -0.7101 4.9582 -3.1419
C1 -0.0109 -8.3755 3.0973
C2 1.2363 5.3895 0.6000
C3 -0.0326 2.3132 -1.1877
C4 2.6075 -2.5921 -0.6116
C5 2.0033 3.3215 -3.5839
C6 -2.5364 6.6099 -2.3379
C7 -2.0229 5.0228 -2.3927
C8 1.6941 5.3126 -0.9708
C9 -0.5750 2.5307 0.3430
C10 -2.7320 -5.8577 3.4236
C11 0.7260 -2.6307 0.8476
C12 -1.3994 -6.4457 2.9619
C13 -2.9195 6.8859 -0.7496
C14 3.5351 -3.4780 -1.4420
C15 -0.3485 -1.9458 0.0219
C16 1.1769 -7.8742 3.8992
H1 2.3310 4.2335 -4.2630
H2 1.4946 6.3981 -1.4268
H3 -1.4355 3.3147 0.4641
H4 -0.8569 -2.6694 -0.6232
H5 0.7668 1.4318 -1.2598
H6 -3.5422 5.9661 -0.3645
H7 0.0818 -1.1830 -0.6341
H8 0.3428 2.7507 1.0725
H9 -0.9960 1.4727 0.6990
H10 -1.9155 6.9414 -0.1507
H11 -1.0872 -1.4666 0.6698
H12 -3.4907 7.8973 -0.5731
H13 0.9808 -7.9625 4.9725
H14 2.9394 2.8521 -3.0138
H15 -3.5171 6.7995 -2.9475
H16 2.0875 5.1743 1.4080
H17 1.4953 2.4458 -4.1708
H18 -0.7958 4.3948 -4.0408
H19 0.1566 -8.2751 2.0192
H20 1.2626 -1.9191 1.4848
H21 2.0771 -8.4442 3.6543
H22 0.2620 -3.3691 1.5097
H23 -2.8015 4.3978 -3.0236
H24 2.8754 5.1678 -1.0658
H25 -1.6744 7.3734 -2.6002
H26 -1.8921 4.5990 -1.3075
H27 1.3728 -6.8166 3.6982
H28 -0.1654 -9.4402 3.3011

Cartesian forces (eV/Å) of the 3 atoms listed first:
0.2 0.2 -1.8
0.6 -1.5 0.0
-0.8 0.7 -0.2

Computed properties:
Total charge = -1
2S+1 = 1
HOMO-LUMO gap = 6.03 eV

Record 3
ORCA calculation (ωB97M-V/def2-TZVPD) on a cluster of 9 separate species, C16H28B2Br8N3O16 in total in a non-equilibrium geometry.

Atoms and positions in Å:
Br1 3.4843 13.5621 0.1566
Br2 -0.2177 10.8031 0.5599
Br3 7.0950 12.1220 -11.6087
Br4 7.6254 9.3603 -6.0595
Br5 -1.5266 10.1825 -6.6970
Br6 8.6097 16.3529 -10.5719
Br7 -4.0781 12.6678 -3.6564
Br8 6.5279 7.4505 -8.6687
O1 2.8473 12.7979 -4.6786
O2 3.6592 10.7772 -2.0176
O3 8.3621 13.0139 -4.8820
O4 7.5910 11.4639 -3.3415
O5 4.9600 12.4188 -6.0409
O6 4.8800 14.2585 -4.5584
O7 9.8502 16.6999 -6.5973
O8 9.6135 15.0221 -5.1483
O9 5.7420 15.8567 -5.9666
O10 1.2437 11.8632 -3.4665
O11 9.9825 13.2315 -6.6241
O12 10.3610 14.4117 -8.5581
O13 10.6260 13.0738 -4.1443
O14 4.7381 12.0556 -3.5801
O15 10.3927 11.6737 -2.4586
O16 6.1220 13.6561 -7.6255
N1 6.1837 8.8090 -2.9152
N2 7.2464 17.2524 -4.0176
N3 6.3001 13.0863 -1.2582
C1 5.4965 13.5083 -6.6179
C2 5.2890 14.6526 -5.7478
C3 7.9270 14.5379 -10.4856
C4 8.4652 12.1895 -3.8232
C5 9.9634 12.3603 -3.3150
C6 -3.4505 11.9104 -5.3309
C7 -2.0253 11.3535 -5.1431
C8 6.5228 9.4379 -8.9170
C9 1.5317 11.5310 0.9662
C10 1.6630 12.6741 -0.1493
C11 3.6827 11.5223 -2.9969
C12 7.5393 10.1303 -7.9225
C13 2.4085 12.0641 -3.7060
C14 10.0625 14.3369 -7.3528
C15 9.8075 15.4905 -6.3324
C16 7.4224 14.0397 -11.8081
B1 4.3446 12.8760 -4.7229
B2 9.7294 13.5664 -5.1742
H1 5.2283 8.7989 -2.5878
H2 8.4963 9.8314 -8.3502
H3 2.2363 10.7004 0.9250
H4 5.5348 9.8309 -8.6772
H5 -4.1971 11.1442 -5.5398
H6 5.6207 13.3848 -0.5730
H7 8.7278 13.9408 -10.0494
H8 -1.2438 12.1108 -5.0820
H9 5.7151 12.8377 -2.0431
H10 8.1788 14.1161 -12.5892
H11 1.4988 11.8663 2.0028
H12 -3.4976 12.7033 -6.0773
H13 -1.8986 10.7540 -4.2417
H14 6.9583 16.7354 -3.1992
H15 6.8275 13.8766 -1.6007
H16 6.6867 9.4857 -9.9935
H17 8.1691 17.0457 -4.3727
H18 6.8959 12.3332 -0.9453
H19 6.6164 14.6748 -12.1758
H20 6.6401 16.9199 -4.7538
H21 7.2881 18.2573 -3.9248
H22 1.5564 12.2517 -1.1485
H23 6.1505 9.4614 -3.6855
H24 6.5228 7.9154 -3.2416
H25 7.0406 14.5017 -9.8522
H26 6.7437 9.1044 -2.1283
H27 0.9100 13.4614 -0.1155
H28 7.5086 11.2188 -7.8749

Cartesian forces (eV/Å) of the 3 atoms listed first:
-1.1 -0.1 -0.2
-0.1 -0.2 0.1
-0.3 0.8 0.0

Computed properties:
Total charge = +2
2S+1 = 2
HOMO-LUMO gap (spin up / spin down) = 6.95 / 2.06 eV
Expectation value of S² = 0.754

Record 4
ORCA calculation (ωB97M-V/def2-TZVPD) on a structure of composition C16H28BrCdFO8 in a non-equilibrium geometry.

Atoms and positions in Å:
Cd1 9.9140 9.8928 6.5712
Br1 9.0514 11.8263 5.0240
F1 11.0572 8.5943 5.4919
O1 8.3664 10.8274 10.3269
O2 10.4626 8.7446 8.2474
O3 6.4083 7.4739 6.0011
O4 12.3624 10.0378 9.9022
O5 8.3599 8.5903 6.2403
O6 8.5844 10.7149 8.0783
O7 11.4779 11.2178 7.0637
O8 12.8866 12.5745 8.2685
C1 8.4950 11.3889 9.1470
C2 12.6107 10.5629 11.1768
C3 8.2205 11.7866 11.3312
C4 8.2896 6.4499 5.1183
C5 7.7315 7.6054 5.8321
C6 11.8145 8.3379 8.3982
C7 5.8975 6.2830 5.5111
C8 7.1455 5.4394 5.2672
C9 14.9754 11.8698 7.4462
C10 13.8960 11.3977 6.4438
C11 8.6460 12.8789 9.2885
C12 14.3119 12.9327 8.4016
C13 12.5953 11.7000 7.2345
C14 12.4840 8.5989 9.7784
C15 9.5613 7.9442 8.9934
C16 8.9160 13.0358 10.7643
H1 13.6057 10.2407 11.4840
H2 13.8385 10.3258 6.2546
H3 14.3774 13.9556 8.0308
H4 12.7058 11.6468 11.2410
H5 15.3624 11.0270 8.0189
H6 9.8443 8.0337 10.0422
H7 7.0488 4.7461 4.4317
H8 13.9310 12.0539 5.5742
H9 8.3141 6.7363 4.0669
H10 15.8142 12.3428 6.9355
H11 7.6435 13.1955 9.0007
H12 13.5171 8.2514 9.7667
H13 7.1857 11.9729 11.6186
H14 11.9099 7.3712 7.9039
H15 11.9450 8.0879 10.5762
H16 9.2422 6.0531 5.4695
H17 9.9871 12.8651 10.8724
H18 7.2814 4.6601 6.0172
H19 5.4054 5.8078 6.3597
H20 12.0206 10.2433 12.0357
H21 14.7187 12.9297 9.4128
H22 8.6046 13.9803 11.2104
H23 8.5386 8.3086 8.8962
H24 12.3990 8.9925 7.7517
H25 5.2714 6.5480 4.6591
H26 9.5744 6.9227 8.6133
H27 8.7578 11.4078 12.2007
H28 9.3428 13.2680 8.5461

Cartesian forces (eV/Å) of the 3 atoms listed first:
0.0 1.9 -2.9
-0.2 0.4 -0.3
1.0 -1.0 -0.5

Computed properties:
2S+1 = 1
HOMO-LUMO gap = 7.43 eV

Record 5
ORCA calculation (ωB97M-V/def2-TZVPD) on a structure of composition C16H28BrIrN2O3.

Atoms and positions in Å:
Ir1 0.5674 -2.8517 -1.5737
Br1 0.7929 -2.6318 0.9519
O1 0.8089 -0.6624 -1.3842
O2 -1.2317 -3.4685 -2.4080
O3 2.6543 -3.4607 -2.2858
N1 -1.5854 -5.7091 -2.6657
N2 -3.3257 -4.2546 -2.2854
C1 0.6124 3.7625 -1.1852
C2 0.6205 1.3396 2.2238
C3 0.6620 -0.0775 2.1807
C4 -0.5778 1.9192 -2.3460
C5 -0.6445 3.0085 3.5669
C6 0.6898 1.4402 -0.2361
C7 -2.0293 -4.4713 -2.4436
C8 0.7460 -0.0300 -0.2884
C9 0.5940 2.0890 3.5256
C10 0.7232 -0.7007 0.9816
C11 0.6228 2.0323 0.9991
C12 1.9550 2.0392 -2.3494
C13 0.5697 1.1699 4.7470
C14 -4.3701 -5.2668 -2.3681
C15 1.8701 2.9652 3.5865
C16 0.6780 2.2693 -1.5094
H1 -5.3273 -4.7869 -2.1943
H2 0.5709 1.7785 5.6493
H3 -0.3303 0.5511 4.7733
H4 2.7673 2.3466 3.5276
H5 -0.2950 4.0223 -0.6369
H6 -1.5634 2.4244 3.4904
H7 -4.3976 -5.7318 -3.3549
H8 1.8801 3.5004 4.5351
H9 -0.6145 -5.8563 -2.8763
H10 -1.4880 2.1685 -1.7979
H11 0.6040 4.3228 -2.1187
H12 1.4827 4.0872 -0.6112
H13 -2.2110 -6.4887 -2.7866
H14 0.5762 3.1110 1.0352
H15 3.0982 -2.9414 -2.9707
H16 -4.2322 -6.0356 -1.6063
H17 -0.6025 0.8680 -2.6187
H18 1.9159 2.6850 -3.2258
H19 2.0363 1.0139 -2.6914
H20 0.6414 -0.6636 3.0893
H21 1.8996 3.6986 2.7811
H22 3.3323 -3.8447 -1.7140
H23 -3.5913 -3.2935 -2.1485
H24 -0.6523 3.5389 4.5179
H25 -0.6381 3.7502 2.7684
H26 -0.5594 2.5053 -3.2643
H27 2.8472 2.2972 -1.7759
H28 1.4482 0.5226 4.7912

Cartesian forces (eV/Å) of the 3 atoms listed first:
-0.2 0.2 -0.3
0.1 0.2 0.3
-0.1 -0.3 -0.3

Computed properties:
Total charge = +2
2S+1 = 5
HOMO-LUMO gap (spin up / spin down) = 8.41 / 6.82 eV
Expectation value of S² = 6.027

Respective electronic energy values: -40633.5617; -54391.8070; -615960.9391; -110749.2073; -99033.7875 eV.